Below is a cluster of 18 separate species, C76H172Cl16O30 in total in a non-equilibrium geometry, with properties calculated with ωB97M-V/def2-TZVPD.

Each atom is followed by the atoms it is bonded to, with distances in Å.
Cartesian coordinates (Å):
1 C 19.04728 15.04524 30.25754  O2 1.387, H10 1.099, H11 1.096, H12 1.120
2 O 19.30553 16.32695 30.72145  C1 1.387, C3 1.443
3 C 18.19353 17.23518 30.57755  O2 1.443, C4 1.559, H13 1.089, H14 1.182
4 C 18.57858 18.56331 31.29837  C3 1.559, O5 1.450, H15 1.044, H16 1.083
5 O 17.56496 19.54025 30.95226  C4 1.450, C6 1.382
6 C 17.55833 20.60288 31.83592  O5 1.382, C7 1.542, H17 1.098, H18 1.051
7 C 18.63321 21.65714 31.50157  C6 1.542, O8 1.416, H19 1.060, H20 1.140
8 O 18.32612 22.27177 30.26328  C7 1.416, C9 1.434
9 C 17.34289 23.30149 30.43307  O8 1.434, H21 1.093, H22 1.122, H23 1.086
10 H 18.53566 14.33222 30.91904  C1 1.099
11 H 20.01036 14.64624 29.92061  C1 1.096
12 H 18.35076 15.08422 29.38139  C1 1.120
13 H 17.32712 16.74074 31.01309  C3 1.089
14 H 18.02299 17.41546 29.42144  C3 1.182
15 H 19.53042 18.93438 31.08282  C4 1.044
16 H 18.57484 18.45994 32.37665  C4 1.083
17 H 17.63246 20.30732 32.89031  C6 1.098
18 H 16.60643 21.04579 31.78412  C6 1.051
19 H 19.49910 21.05563 31.39131  C7 1.060
20 H 18.88408 22.43520 32.29565  C7 1.140
21 H 17.63239 23.98360 31.23702  C9 1.093
22 H 16.32017 22.94571 30.72777  C9 1.122
23 H 17.20022 23.77956 29.46800  C9 1.086
24 C 14.29583 27.47500 23.58244  O25 1.404, H33 1.110, H34 1.089, H35 1.093
25 O 13.45281 27.12834 24.65090  C24 1.404, C26 1.384
26 C 13.31786 28.06643 25.65954  O25 1.384, C27 1.547, H36 1.067, H37 1.075
27 C 12.44082 27.43647 26.76721  C26 1.547, O28 1.367, H38 1.066, H39 1.142
28 O 13.05256 26.35169 27.32981  C27 1.367, C29 1.448
29 C 14.38670 26.52915 27.86526  O28 1.448, C30 1.466, H40 1.067, H41 1.114
30 C 14.57500 25.73377 29.08272  C29 1.466, O31 1.413, H42 1.165, H43 1.097
31 O 14.35164 26.53546 30.22409  C30 1.413, C32 1.428
32 C 14.45476 25.77036 31.42503  O31 1.428, H44 1.084, H45 1.103, H46 1.076
33 H 15.01541 26.64930 23.39979  C24 1.110
34 H 14.83523 28.41326 23.70000  C24 1.089
35 H 13.71617 27.67120 22.67674  C24 1.093
36 H 12.74002 28.89328 25.31120  C26 1.067
37 H 14.27269 28.42414 25.99932  C26 1.075
38 H 11.46564 27.18179 26.42042  C27 1.066
39 H 12.28777 28.24994 27.55463  C27 1.142
40 H 14.52804 27.55267 28.13029  C29 1.067
41 H 15.07414 26.12626 27.08707  C29 1.114
42 H 15.69080 25.40332 29.02332  C30 1.165
43 H 13.96678 24.82439 29.00577  C30 1.097
44 H 13.53778 25.20581 31.54895  C32 1.084
45 H 14.54264 26.49547 32.25168  C32 1.103
46 H 15.27044 25.06880 31.46163  C32 1.076
47 C 17.53908 16.77790 14.08645  O48 1.415, H56 1.108, H57 1.146, H58 1.080
48 O 16.53153 16.88218 15.07431  C47 1.415, C49 1.409
49 C 15.21472 16.67643 14.61748  O48 1.409, C50 1.546, H59 1.081, H60 1.048
50 C 14.44088 18.01011 14.50825  C49 1.546, O51 1.438, H61 1.062, H62 1.113
51 O 13.89341 18.62203 15.68914  C50 1.438, C52 1.414
52 C 14.78565 18.85437 16.76137  O51 1.414, C53 1.490, H63 1.068, H64 1.124
53 C 14.11118 19.57565 17.87774  C52 1.490, O54 1.451, H65 1.058, H66 1.152
54 O 13.89968 20.97776 17.56996  C53 1.451, C55 1.448
55 C 12.56800 21.38149 17.17102  O54 1.448, H67 1.051, H68 1.096, H69 1.113
56 H 17.55941 15.74468 13.68792  C47 1.108
57 H 18.51369 17.20646 14.51143  C47 1.146
58 H 17.22887 17.46354 13.31200  C47 1.080
59 H 14.73689 16.04657 15.35509  C49 1.081
60 H 15.18487 16.27135 13.65123  C49 1.048
61 H 13.64855 17.78113 13.83856  C50 1.062
62 H 15.09173 18.75306 13.99557  C50 1.113
63 H 15.60602 19.40347 16.35439  C52 1.068
64 H 15.10459 17.85395 17.16309  C52 1.124
65 H 14.67454 19.50489 18.77041  C53 1.058
66 H 13.06855 19.08987 17.93152  C53 1.152
67 H 12.51165 21.29676 16.12540  C55 1.051
68 H 12.35273 22.41686 17.45727  C55 1.096
69 H 11.83814 20.63435 17.55494  C55 1.113
70 C 18.55578 16.21745 19.93233  O71 1.419, H79 1.101, H80 1.113, H81 1.123
71 O 19.31804 17.41029 19.83171  C70 1.419, C72 1.398
72 C 19.10063 18.11317 18.64253  O71 1.398, C73 1.533, H82 1.129, H83 1.078
73 C 19.15565 19.61639 18.93858  C72 1.533, O74 1.482, H84 1.081, H85 1.104
74 O 17.87835 20.19338 19.42040  C73 1.482, C75 1.398
75 C 17.49245 21.41227 18.85575  O74 1.398, C76 1.510, H86 1.103, H87 1.128
76 C 18.01444 22.61452 19.60498  C75 1.510, O77 1.408, H88 1.123, H89 1.159
77 O 19.42138 22.58666 19.55143  C76 1.408, C78 1.411
78 C 19.86929 23.05934 20.80295  O77 1.411, H90 1.075, H91 1.132, H92 1.073
79 H 18.47519 15.46117 19.13652  C70 1.101
80 H 17.50875 16.35608 20.28320  C70 1.113
81 H 19.12184 15.55258 20.63885  C70 1.123
82 H 18.18200 17.80614 18.06301  C72 1.129
83 H 19.96072 17.90217 18.02821  C72 1.078
84 H 19.36163 20.13743 18.01365  C73 1.081
85 H 19.96390 19.86846 19.64634  C73 1.104
86 H 16.39478 21.41515 18.74611  C75 1.103
87 H 18.00097 21.40603 17.84856  C75 1.128
88 H 17.53485 22.59659 20.62013  C76 1.123
89 H 17.54731 23.48702 19.00276  C76 1.159
90 H 19.66445 24.11097 20.89595  C78 1.075
91 H 20.99524 22.95529 20.75744  C78 1.132
92 H 19.42920 22.49193 21.60010  C78 1.073
93 C 15.79914 23.48326 23.27146  O94 1.400, H102 1.083, H103 1.081, H104 1.116
94 O 16.53042 23.45348 24.46470  C93 1.400, C95 1.398
95 C 16.60340 24.65349 25.17780  O94 1.398, C96 1.539, H105 1.094, H106 1.096
96 C 17.37808 24.39993 26.48331  C95 1.539, O97 1.415, H107 1.141, H108 1.086
97 O 18.74090 24.12561 26.21960  C96 1.415, C98 1.393
98 C 19.51537 23.89428 27.35426  O97 1.393, C99 1.553, H109 1.122, H110 1.119
99 C 20.93399 23.57696 26.80655  C98 1.553, O100 1.417, H111 1.108, H112 1.070
100 O 21.56765 24.81934 26.55769  C99 1.417, C101 1.439
101 C 22.99568 24.76348 26.39257  O100 1.439, H113 1.094, H114 1.113, H115 1.122
102 H 14.74320 23.31558 23.44294  C93 1.083
103 H 16.20938 22.70573 22.64298  C93 1.081
104 H 15.93025 24.38144 22.62231  C93 1.116
105 H 15.62708 25.14434 25.23472  C95 1.094
106 H 17.20356 25.40600 24.65290  C95 1.096
107 H 16.88359 23.53298 27.03708  C96 1.141
108 H 17.27024 25.27576 27.11636  C96 1.086
109 H 19.16978 23.03088 27.98170  C98 1.122
110 H 19.56054 24.78433 28.03106  C98 1.119
111 H 20.85350 23.01005 25.85776  C99 1.108
112 H 21.47708 23.06488 27.57268  C99 1.070
113 H 23.33362 24.21406 25.50906  C101 1.094
114 H 23.35382 24.12274 27.22965  C101 1.113
115 H 23.51929 25.75531 26.42007  C101 1.122
116 C 16.99901 19.96527 28.09208  O117 1.457, H125 1.068, H126 1.132, H127 1.088
117 O 16.95926 19.96677 26.63585  C116 1.457, C118 1.377
118 C 18.04890 20.57510 26.05419  O117 1.377, C119 1.532, H128 1.118, H129 1.060
119 C 17.90315 20.61122 24.52991  C118 1.532, O120 1.406, H130 1.103, H131 1.092
120 O 18.61085 19.56489 23.91172  C119 1.406, C121 1.440
121 C 18.35505 19.41325 22.50285  O120 1.440, C122 1.490, H132 1.145, H133 1.078
122 C 17.15552 18.55417 22.29760  C121 1.490, O123 1.413, H134 1.059, H135 1.069
123 O 15.97233 19.27418 22.57897  C122 1.413, C124 1.380
124 C 15.47550 20.10385 21.59465  O123 1.380, H136 1.100, H137 1.126, H138 1.067
125 H 16.18501 19.36958 28.44321  C116 1.068
126 H 16.86203 21.02026 28.47766  C116 1.132
127 H 17.95776 19.56732 28.41902  C116 1.088
128 H 18.96986 20.01125 26.34239  C118 1.118
129 H 18.09633 21.58471 26.37429  C118 1.060
130 H 18.37396 21.52038 24.12042  C119 1.103
131 H 16.84526 20.72685 24.28383  C119 1.092
132 H 19.20693 18.80160 22.04284  C121 1.145
133 H 18.25341 20.40385 22.09002  C121 1.078
134 H 17.16113 17.77642 23.01639  C122 1.059
135 H 17.13280 18.25513 21.27177  C122 1.069
136 H 15.24496 19.51596 20.69376  C124 1.100
137 H 16.16708 20.96179 21.36558  C124 1.126
138 H 14.54281 20.44941 21.97976  C124 1.067
139 C 13.85842 16.22580 21.71064  O140 1.418, H148 1.062, H149 1.117, H150 1.049
140 O 12.75380 16.48737 20.86039  C139 1.418, C141 1.439
141 C 12.46140 17.89634 20.87681  O140 1.439, C142 1.500, H151 1.120, H152 1.148
142 C 11.08305 18.18924 20.36235  C141 1.500, O143 1.440, H153 1.100, H154 1.094
143 O 11.00308 18.07136 18.92944  C142 1.440, C144 1.385
144 C 9.76959 18.58037 18.55956  O143 1.385, C145 1.489, H155 1.132, H156 1.137
145 C 9.50995 18.09415 17.17589  C144 1.489, O146 1.401, H157 1.104, H158 1.090
146 O 9.86900 19.03442 16.20183  C145 1.401, C147 1.438
147 C 10.60422 18.30832 15.20176  O146 1.438, H159 1.090, H160 1.100, H161 1.075
148 H 13.62320 16.52733 22.70192  C139 1.062
149 H 14.72635 16.82693 21.34582  C139 1.117
150 H 14.02237 15.18933 21.71650  C139 1.049
151 H 13.37823 18.41326 20.49382  C141 1.120
152 H 12.49441 18.24839 21.96940  C141 1.148
153 H 10.83686 19.22994 20.61895  C142 1.100
154 H 10.36073 17.57289 20.90528  C142 1.094
155 H 9.73954 19.71151 18.54524  C144 1.132
156 H 9.04417 18.29144 19.38663  C144 1.137
157 H 8.45298 17.77972 17.12986  C145 1.104
158 H 10.03266 17.14260 17.08332  C145 1.090
159 H 10.75184 18.98205 14.35813  C147 1.090
160 H 9.94357 17.53355 14.78535  C147 1.100
161 H 11.49945 17.82917 15.55468  C147 1.075
162 C 21.62472 21.27486 33.32561  O163 1.364, H171 1.092, H172 1.134, H173 1.085
163 O 20.46822 20.64301 33.67575  C162 1.364, C164 1.419
164 C 20.53811 19.97294 34.92465  O163 1.419, C165 1.519, H174 1.131, H175 1.180
165 C 19.20273 19.26684 35.08059  C164 1.519, O166 1.413, H176 1.100, H177 1.076
166 O 18.31958 20.20093 35.66683  C165 1.413, C167 1.411
167 C 17.05048 19.67676 35.99288  O166 1.411, C168 1.511, H178 1.111, H179 1.128
168 C 16.08706 19.62851 34.83043  C167 1.511, O169 1.449, H180 1.122, H181 1.130
169 O 16.66026 18.66635 33.91038  C168 1.449, C170 1.392
170 C 15.79377 17.89356 33.14222  O169 1.392, H182 1.084, H183 1.058, H184 1.122
171 H 21.42421 21.62991 32.31239  C162 1.092
172 H 22.55044 20.64149 33.49203  C162 1.134
173 H 21.85310 22.12535 33.95943  C162 1.085
174 H 20.79988 20.64471 35.79669  C164 1.131
175 H 21.43502 19.20782 34.86871  C164 1.180
176 H 19.32918 18.40760 35.75516  C165 1.100
177 H 18.92290 18.83018 34.13761  C165 1.076
178 H 16.65763 20.29286 36.82938  C167 1.111
179 H 17.10616 18.60221 36.33025  C167 1.128
180 H 15.99342 20.64408 34.36199  C168 1.122
181 H 15.11039 19.21360 35.21882  C168 1.130
182 H 16.33492 17.08937 32.65635  C170 1.084
183 H 15.21455 18.36096 32.38966  C170 1.058
184 H 15.11644 17.31147 33.82139  C170 1.122
185 C 9.77674 17.96412 24.46778  O186 1.400, H194 1.082, H195 1.061, H196 1.134
186 O 10.37841 18.82378 23.54128  C185 1.400, C187 1.434
187 C 10.54398 20.19180 23.93691  O186 1.434, C188 1.546, H197 1.064, H198 1.114
188 C 11.64728 20.80094 23.04078  C187 1.546, O189 1.379, H199 1.103, H200 1.121
189 O 11.77587 22.15703 23.25250  C188 1.379, C190 1.449
190 C 11.14351 22.89666 22.17882  O189 1.449, C191 1.491, H201 1.115, H202 1.077
191 C 11.94430 22.76404 20.92816  C190 1.491, O192 1.439, H203 1.099, H204 1.088
192 O 13.11146 23.57593 21.14696  C191 1.439, C193 1.411
193 C 14.18746 23.19488 20.31790  O192 1.411, H205 1.120, H206 1.096, H207 1.096
194 H 10.27134 17.98940 25.42994  C185 1.082
195 H 9.87105 16.99102 24.05582  C185 1.061
196 H 8.70746 18.30272 24.63559  C185 1.134
197 H 10.87011 20.15936 24.94961  C187 1.064
198 H 9.62088 20.81360 23.90255  C187 1.114
199 H 11.35863 20.46749 22.02963  C188 1.103
200 H 12.68907 20.40922 23.17857  C188 1.121
201 H 11.08804 23.94104 22.56448  C190 1.115
202 H 10.14272 22.53314 22.01552  C190 1.077
203 H 11.39578 23.09974 20.03712  C191 1.099
204 H 12.17440 21.71897 20.73109  C191 1.088
205 H 13.80766 23.23220 19.26451  C193 1.120
206 H 14.50075 22.15885 20.49225  C193 1.096
207 H 15.01028 23.89411 20.50698  C193 1.096
208 C 23.19109 13.12698 24.19964  O209 1.377, H217 1.116, H218 1.084, H219 1.118
209 O 22.89128 13.17138 25.54261  C208 1.377, C210 1.402
210 C 22.21981 14.30679 26.01675  O209 1.402, C211 1.494, H220 1.116, H221 1.090
211 C 20.74098 14.17948 25.84608  C210 1.494, O212 1.446, H222 1.089, H223 1.078
212 O 20.33211 14.22485 24.45996  C211 1.446, C213 1.380
213 C 20.28612 15.46352 23.85340  O212 1.380, C214 1.509, H224 1.100, H225 1.113
214 C 19.60012 16.46618 24.74896  C213 1.509, O215 1.392, H226 1.075, H227 1.118
215 O 18.32282 16.07065 25.13460  C214 1.392, C216 1.441
216 C 17.60059 17.02727 25.93484  O215 1.441, H228 1.094, H229 1.118, H230 1.104
217 H 22.28682 12.96831 23.56564  C208 1.116
218 H 23.82973 12.25854 24.08195  C208 1.084
219 H 23.74086 14.01150 23.79191  C208 1.118
220 H 22.62818 15.23304 25.54638  C210 1.116
221 H 22.49936 14.38285 27.06714  C210 1.090
222 H 20.25801 15.00508 26.36762  C211 1.089
223 H 20.46780 13.18508 26.16154  C211 1.078
224 H 19.75566 15.37392 22.89391  C213 1.100
225 H 21.24162 16.02635 23.76306  C213 1.113
226 H 19.54668 17.38281 24.19061  C214 1.075
227 H 20.24069 16.70011 25.63434  C214 1.118
228 H 16.65802 16.56532 26.24330  C216 1.094
229 H 17.35412 18.00469 25.45062  C216 1.118
230 H 18.15775 17.17198 26.87667  C216 1.104
231 Cl 11.12574 23.03624 27.85314  C232 1.705
232 C 11.89176 22.80171 26.34777  Cl231 1.705, C233 1.519, H235 1.090, H236 1.110
233 C 13.37771 23.09724 26.23351  C232 1.519, Cl234 1.836, H237 1.103, H238 1.088
234 Cl 14.42246 22.31628 27.52563  C233 1.836
235 H 11.33393 23.34429 25.58424  C232 1.090
236 H 11.70474 21.74025 26.08137  C232 1.110
237 H 13.50996 24.18434 26.36363  C233 1.103
238 H 13.82978 22.75729 25.30414  C233 1.088
239 Cl 15.70212 13.89693 30.07500  C240 1.803
240 C 14.47605 14.30726 28.81764  Cl239 1.803, C241 1.502, H243 1.058, H244 1.120
241 C 13.47447 15.25349 29.41622  C240 1.502, Cl242 1.835, H245 1.089, H246 1.079
242 Cl 14.09067 16.98126 29.45272  C241 1.835
243 H 14.10772 13.40383 28.40917  C240 1.058
244 H 15.07710 14.72127 27.96757  C240 1.120
245 H 13.29031 14.99498 30.45795  C241 1.089
246 H 12.55298 15.27721 28.85499  C241 1.079
247 Cl 12.31124 19.30704 31.73402  C248 1.750
248 C 13.11181 20.22172 30.47474  Cl247 1.750, C249 1.484, H251 1.092, H252 1.105
249 C 12.91101 21.68071 30.65715  C248 1.484, Cl250 1.868, H253 1.066, H254 1.051
250 Cl 13.86225 22.14609 32.19563  C249 1.868
251 H 12.67440 20.00072 29.49911  C248 1.092
252 H 14.15830 19.86901 30.44463  C248 1.105
253 H 11.88286 21.89532 30.83927  C249 1.066
254 H 13.19547 22.29050 29.85014  C249 1.051
255 Cl 15.29484 15.41861 18.36067  C256 1.803
256 C 13.67680 14.66864 18.62427  Cl255 1.803, C257 1.591, H259 1.084, H260 1.098
257 C 12.59297 15.62063 17.95299  C256 1.591, Cl258 1.844, H261 1.096, H262 1.093
258 Cl 12.65744 15.25914 16.14612  C257 1.844
259 H 13.47710 14.49544 19.67603  C256 1.084
260 H 13.51832 13.68705 18.15767  C256 1.098
261 H 12.80146 16.67705 18.15960  C257 1.096
262 H 11.52691 15.56387 18.18626  C257 1.093
263 Cl 21.87060 21.05739 23.40972  C264 1.799
264 C 22.89729 19.87650 22.52253  Cl263 1.799, C265 1.531, H267 1.122, H268 1.114
265 C 22.02424 18.96886 21.65234  C264 1.531, Cl266 1.852, H269 1.087, H270 1.107
266 Cl 23.05022 18.16917 20.33467  C265 1.852
267 H 23.44452 19.29146 23.30802  C264 1.122
268 H 23.61888 20.51228 21.96065  C264 1.114
269 H 21.29974 19.56231 21.10105  C265 1.087
270 H 21.60514 18.17100 22.29580  C265 1.107
271 Cl 14.77914 12.99315 23.38478  C272 1.769
272 C 16.03926 13.79402 24.33318  Cl271 1.769, C273 1.545, H275 1.064, H276 1.115
273 C 16.85681 12.60468 24.88332  C272 1.545, Cl274 1.777, H277 1.105, H278 1.084
274 Cl 15.99686 11.82801 26.23006  C273 1.777
275 H 15.45828 14.31104 25.05921  C272 1.064
276 H 16.67178 14.46838 23.70981  C272 1.115
277 H 17.79664 13.02518 25.28341  C273 1.105
278 H 17.08290 11.89610 24.09513  C273 1.084
279 Cl 22.62712 18.58056 25.91227  C280 1.778
280 C 21.56524 19.87864 26.50296  Cl279 1.778, C281 1.542, H283 1.118, H284 1.105
281 C 21.33363 19.66087 28.01166  C280 1.542, Cl282 1.752, H285 1.159, H286 1.057
282 Cl 20.57884 18.13111 28.41244  C281 1.752
283 H 20.65414 19.84776 25.85573  C280 1.118
284 H 22.14646 20.79937 26.31526  C280 1.105
285 H 20.56452 20.50160 28.22265  C281 1.159
286 H 22.23592 19.84738 28.52962  C281 1.057
287 Cl 13.41018 16.12325 25.33402  C288 1.851
288 C 13.93102 17.85318 24.92954  Cl287 1.851, C289 1.495, H291 1.061, H292 1.072
289 C 14.14056 18.51324 26.25424  C288 1.495, Cl290 1.836, H293 1.092, H294 1.062
290 Cl 12.55334 19.19721 26.87475  C289 1.836
291 H 13.16490 18.28426 24.33519  C288 1.061
292 H 14.82004 17.79690 24.33258  C288 1.072
293 H 14.87338 19.29851 26.05581  C289 1.092
294 H 14.48503 17.92820 27.07043  C289 1.062

The LUMO energy comes out at 0.46 eV.